(1)
This record from the OMol25 dataset describes an isolated ion of composition C15H28N8O3 and charge +2 in a non-equilibrium geometry. The level of theory is the ωB97M-V functional and the def2-TZVPD basis.

Results
**Calculated total energy**: -1251.76357 Ha
**SMILES**: CNC(=O)[C@@H](CCCNC(N)=[NH2+])NC(=O)[C@@H](Cc1c[nH]c[nH+]1)NC(C)=O
**Charge**: +2
**2S+1**: 1

Each line ends with the Löwdin charge.
Atoms and positions in Å:
C1 3.8051 -0.8336 2.4050  -0.01
N1 2.5757 -0.3109 1.7596  0.05
C2 1.3695 -0.9025 1.7549  -0.40
O1 1.0997 -1.9224 2.3953  0.01
C3 0.2708 -0.3265 0.8498  -0.18
C4 -1.0172 0.0482 1.6083  -0.11
C5 -1.7285 -1.1269 2.3632  -0.15
C6 -1.5428 -1.2111 3.8899  -0.13
N2 -1.9992 -2.5425 4.4332  0.10
C7 -1.2095 -3.5804 4.6891  -0.45
N3 0.0712 -3.6624 4.3482  0.24
N4 -1.7047 -4.6186 5.2900  0.22
N5 0.5828 0.8667 0.0379  0.11
C8 1.0854 0.8976 -1.1993  -0.45
O2 1.4774 -0.1407 -1.7034  0.07
C9 1.0964 2.2305 -1.9776  -0.17
C10 1.7610 2.1952 -3.3554  -0.05
C11 0.9555 1.6040 -4.4723  -0.21
C12 0.6940 2.1943 -5.6713  0.01
N6 -0.0304 1.2846 -6.4584  0.12
C13 -0.1645 0.1335 -5.7246  0.00
N7 0.4175 0.3319 -4.5124  0.17
N8 -0.2713 2.8520 -2.0187  0.11
C14 -1.4242 2.2232 -2.2965  -0.53
C15 -2.6374 3.1469 -2.4533  0.02
O3 -1.5159 1.0113 -2.4320  0.05
H1 3.5791 -1.6967 3.0351  0.09
H2 4.4596 -1.1107 1.5618  0.10
H3 4.2012 -0.1219 3.0876  0.08
H4 2.7089 0.4612 1.1113  0.14
H5 -0.0243 -1.1048 0.1589  0.16
H6 -1.7181 0.4427 0.8771  0.12
H7 -0.7601 0.8146 2.3447  0.13
H8 -1.4038 -2.0698 1.9204  0.11
H9 -2.7921 -0.9814 2.1921  0.11
H10 -2.0054 -0.3765 4.4395  0.14
H11 -0.4868 -1.1031 4.1061  0.10
H12 -3.0141 -2.6818 4.5390  0.17
H13 0.5642 -4.4894 4.4656  0.11
H14 0.5298 -2.8905 3.8326  0.09
H15 -2.6303 -4.6261 5.6872  0.14
H16 -1.1261 -5.3608 5.5483  0.12
H17 0.2832 1.7327 0.4404  0.14
H18 1.7112 2.8866 -1.3674  0.15
H19 1.9582 3.2759 -3.5641  0.15
H20 2.7092 1.6943 -3.3419  0.13
H21 1.0172 3.2103 -5.9493  0.15
H22 -0.4640 1.4305 -7.3759  0.19
H23 -0.6855 -0.7844 -6.0450  0.17
H24 0.4921 -0.3631 -3.7659  0.17
H25 -0.3450 3.8650 -1.9971  0.15
H26 -2.8939 3.5795 -1.5159  0.07
H27 -2.3972 3.9596 -3.1720  0.10
H28 -3.4835 2.5667 -2.8024  0.09

---

(2)
This record from the OMol25 dataset describes one molecule with the formula C7H9N in a non-equilibrium geometry. The level of theory is the ωB97M-V functional and the def2-TZVPD basis.

Results
**Calculated total energy**: -326.80742 Ha
**SMILES**: CNc1ccccc1
**Relative energy (zero: lowest compared OMol25 entry of this formula, charge and spin)**: 219.36 kJ/mol
**Charge**: 0
**2S+1**: 1

Each line ends with the Löwdin charge.
Atoms and positions in Å:
C1 -2.2423 -1.4405 -0.8129  -0.14
N1 -1.7237 -0.0714 -0.9451  -0.07
C2 -0.4182 0.1104 -0.3232  -0.31
C3 0.7389 -0.1264 -0.9452  -0.08
C4 2.0253 0.0673 -0.3528  -0.03
C5 2.0268 0.2782 1.1141  -0.07
C6 0.8808 0.8943 1.5861  -0.12
C7 -0.3774 0.7330 0.9752  -0.02
H1 -1.8410 -2.0782 -0.1008  0.03
H2 -2.0259 -2.1453 -1.7661  0.10
H3 -3.4095 -1.3888 -0.7284  0.10
H4 -2.4952 0.5293 -0.7186  0.09
H5 0.5933 -0.4163 -2.0058  0.12
H6 3.0178 -0.0887 -0.7969  0.10
H7 2.9172 0.1856 1.6698  0.07
H8 0.8741 1.6772 2.3958  0.12
H9 -1.3689 1.1288 1.2184  0.11

---

Gap between HOMO and LUMO (computed, Eh): 0.379, 0.344